This record from the Open Molecules 2025 dataset describes 7 unconnected molecules or ions with the total composition C33H77N3O7 at a distorted geometry. The level of theory is wB97M-V/def2-TZVPD.

The geometry in XYZ format:
```
120
Properties=species:S:1:pos:R:3:forces:R:3:lowdin_charge:R:1
C 0.13166 -0.71048 5.39666 0.5455 -0.2605 -0.4842 -0.023
C -1.28244 -0.19708 5.05758 0.4216 0.5122 -0.2558 -0.521
C -1.83233 0.53371 6.27800 -0.6998 -0.8975 0.2690 -0.036
C -1.13263 0.84185 3.94535 0.7499 -0.0662 -1.0471 -0.139
C -0.90211 0.23858 2.55207 -0.0040 -0.5975 0.8754 -0.170
C -1.99957 -0.77786 2.25210 0.2961 0.7568 -0.4608 -0.129
C -2.16335 -1.86764 3.31989 0.5414 0.5220 -0.3937 -0.515
C -3.48437 -2.57070 3.06487 0.0551 -0.6188 0.4810 -0.028
C -0.99053 -2.85012 3.17274 0.0745 -0.0620 -0.3703 -0.015
N -2.24265 -1.21360 4.63309 -0.4564 -0.2004 0.3919 -0.075
O -2.34817 -2.20711 5.64527 -0.1120 0.1575 -0.0448 -0.027
H 0.76392 -0.83115 4.51106 -0.2010 0.0774 -0.0607 0.069
H 0.65508 0.02089 6.01265 -0.1167 -0.0912 0.2029 0.088
H 0.17890 -1.68564 5.88661 -0.1717 0.1606 0.2963 0.079
H -2.85894 0.84881 6.07901 0.1746 0.3869 -0.1526 0.089
H -1.94606 -0.16055 7.11569 0.3437 0.1094 0.0570 0.082
H -1.17277 1.35314 6.54838 -0.1065 0.1589 0.0570 0.083
H -1.97360 1.53164 3.85246 -0.1385 -0.1054 0.4399 0.102
H -0.21986 1.41288 4.14875 -0.2878 0.2885 0.3339 0.118
H -0.84854 1.04741 1.82592 -0.0432 -0.1874 -0.2569 0.086
H 0.06108 -0.28108 2.53413 0.0783 0.1932 -0.0880 0.091
H -1.75352 -1.25352 1.29930 -0.2738 -0.0950 0.0513 0.084
H -2.92342 -0.20536 2.11398 -0.1762 -0.2907 0.1035 0.127
H -3.66462 -3.28476 3.87175 -0.1410 0.0949 -0.0141 0.082
H -3.44958 -3.15823 2.14597 -0.0077 0.2294 -0.1670 0.083
H -4.29679 -1.84859 3.03977 -0.0652 -0.0207 -0.0538 0.087
H -0.98731 -3.66282 3.89985 -0.1061 0.0306 0.0512 0.085
H -0.02358 -2.34907 3.19475 -0.0157 0.0140 0.1580 0.067
H -1.05907 -3.29917 2.17819 -0.0353 -0.1381 0.1086 0.074
H -1.47059 -2.61015 5.72314 -0.0278 -0.0759 0.0106 0.070
C -0.71479 -2.09370 -5.74706 0.2086 0.6307 -0.5014 -0.042
C -1.69258 -2.43548 -4.63506 -0.6026 0.5332 0.1500 -0.530
C -2.99815 -1.66521 -4.88605 -0.1591 0.0119 -0.7985 -0.030
C -1.93232 -3.94219 -4.65213 -0.3951 -0.2123 0.8266 -0.125
C -2.61126 -4.44356 -3.36610 -0.7021 0.1877 -0.9716 -0.183
C -1.78206 -4.05423 -2.18865 0.2185 -0.2651 0.7311 -0.154
C -1.60506 -2.54507 -2.08137 0.5749 0.5884 0.3423 -0.501
C -2.89431 -1.83265 -1.62061 0.0968 0.2622 0.6935 -0.002
C -0.50296 -2.29772 -1.03420 -0.0864 -0.2261 0.0508 -0.031
N -1.09369 -2.06649 -3.35473 1.3513 -1.2952 -0.3587 -0.113
O -0.70492 -0.71728 -3.28523 -0.7121 0.6630 0.0444 -0.019
H 0.27771 -2.51438 -5.57770 -0.0675 -0.1350 0.0703 0.091
H -1.08324 -2.42142 -6.72181 -0.0392 -0.3122 0.1414 0.089
H -0.60360 -1.01098 -5.87823 0.0103 -0.0506 0.2371 0.084
H -3.29525 -1.77950 -5.93656 0.0455 -0.0298 0.0899 0.086
H -3.84947 -2.00293 -4.29787 0.1336 0.0236 0.2452 0.073
H -2.82942 -0.59832 -4.73696 -0.0608 -0.0100 0.1920 0.079
H -2.59195 -4.16182 -5.49266 0.3107 -0.1317 -0.2218 0.124
H -0.97801 -4.47001 -4.72446 -0.0011 0.0512 -0.3537 0.123
H -3.60757 -3.98892 -3.30726 0.0425 0.0003 0.1182 0.102
H -2.80422 -5.51404 -3.45796 0.2325 -0.0596 0.2024 0.114
H -0.80257 -4.54019 -2.24829 0.0940 0.1783 -0.1415 0.127
H -2.18923 -4.39032 -1.22897 -0.2450 -0.0283 -0.1242 0.126
H -2.79164 -1.49381 -0.58293 0.0226 -0.2146 -0.0498 0.060
H -3.77025 -2.48119 -1.62520 -0.1060 0.1366 -0.3560 0.081
H -3.05214 -0.90809 -2.17422 -0.2059 -0.1736 -0.2588 0.077
H -0.41134 -1.24763 -0.75926 0.0118 0.0026 -0.0118 0.064
H 0.46328 -2.65187 -1.39645 -0.0339 0.0363 -0.1113 0.082
H -0.74481 -2.87686 -0.13734 -0.0204 0.1396 0.0304 0.073
H 0.14015 -0.65950 -3.74306 0.1413 -0.1532 0.1601 0.102
C 6.98233 -0.83009 -0.27598 0.0617 -0.6403 -0.5394 -0.021
C 5.90621 -0.09401 -1.08403 0.1469 0.3744 0.2150 -0.525
C 6.56426 1.07234 -1.83670 -0.4978 0.4938 0.3752 -0.035
C 5.24272 -0.98366 -2.12333 0.8720 -0.7134 -0.4532 -0.148
C 4.28446 -2.00629 -1.53296 -0.1412 0.1325 -0.8755 -0.171
C 3.20158 -1.25604 -0.78118 -0.1791 -0.4138 0.1499 -0.146
C 3.74097 -0.30345 0.29963 -0.5268 -0.6327 0.1103 -0.512
C 2.58188 0.63450 0.67703 0.7955 0.3912 -0.0638 -0.029
C 4.11643 -1.16169 1.52307 0.4006 -0.4194 -0.3771 -0.026
N 4.83881 0.47496 -0.25269 -0.4380 0.6612 -0.5210 -0.096
O 5.36220 1.33079 0.75645 0.1666 -0.2212 0.0463 -0.016
H 7.63585 -1.37846 -0.96544 0.1311 0.3355 -0.0294 0.085
H 7.57985 -0.12499 0.29504 -0.0455 -0.0834 0.2099 0.082
H 6.57734 -1.62231 0.35244 -0.1030 0.2875 0.2672 0.065
H 7.39194 0.74219 -2.46093 0.0177 -0.0251 -0.0241 0.087
H 5.80431 1.58450 -2.43326 0.0727 -0.2327 -0.2381 0.087
H 6.90429 1.84346 -1.14109 0.3498 -0.2666 0.0515 0.076
H 4.78987 -0.38804 -2.92042 -0.5329 0.1859 0.4241 0.122
H 6.04153 -1.48711 -2.68830 0.0412 -0.0939 0.3206 0.123
H 3.86963 -2.55986 -2.38407 -0.2511 0.0061 0.1969 0.112
H 4.78385 -2.77486 -0.93973 0.1557 0.2648 0.2386 0.108
H 2.53917 -1.95447 -0.25830 -0.0143 0.0265 -0.0685 0.111
H 2.56202 -0.72765 -1.49507 0.1650 0.2020 -0.0090 0.118
H 2.76008 1.04739 1.67212 -0.2847 -0.0554 0.0584 0.084
H 1.62377 0.12698 0.60113 -0.0461 -0.0243 0.2517 0.059
H 2.56889 1.47800 -0.01684 -0.1144 -0.0624 -0.0458 0.079
H 4.71297 -0.61130 2.24844 -0.1630 0.0890 0.0746 0.084
H 4.70574 -2.02178 1.19141 0.0732 0.0734 0.1157 0.063
H 3.22930 -1.60109 1.98322 -0.0965 0.3102 0.1265 0.080
H 5.16591 2.21000 0.41973 -0.0473 0.0612 0.0560 0.103
C -2.62315 3.77365 2.12079 0.5230 -0.1955 0.7344 -0.047
C -1.75166 4.94515 2.51554 0.3590 0.6751 -0.9763 -0.441
C -0.64830 4.63271 3.50617 -0.5657 -0.7707 0.6207 -0.050
O -1.14176 5.50748 1.30026 -0.4916 -0.3646 0.6315 -0.078
H -3.36601 4.00503 1.36364 -0.0618 0.1724 0.0450 0.082
H -3.10411 3.46946 3.05425 -0.2610 -0.2043 -0.2411 0.087
H -2.00880 2.94087 1.77353 -0.0546 0.0103 -0.0742 0.070
H -2.39356 5.73946 2.91188 -0.0082 -0.1048 0.1730 0.137
H 0.00639 3.81235 3.20414 0.1396 0.3378 -0.5424 0.081
H -1.08295 4.22291 4.42745 -0.1059 0.4155 0.0567 0.083
H -0.09123 5.53498 3.74707 0.1872 -0.0726 0.0276 0.079
H -0.81244 6.37162 1.56211 0.1620 0.0492 -0.2877 0.092
C -2.03738 5.56716 -2.54532 -0.7849 0.3483 0.1146 -0.047
C -2.66060 4.35232 -1.89172 0.8224 -0.8653 0.3935 -0.451
C -2.85762 3.22280 -2.89217 -0.2521 -0.1535 -0.1332 -0.046
O -1.75512 3.82708 -0.89612 -0.2012 -0.0822 -0.0232 -0.105
H -1.60969 6.22801 -1.79251 0.1463 -0.0157 -0.0382 0.076
H -2.82646 6.13073 -3.05378 0.1574 -0.0023 -0.1494 0.084
H -1.28896 5.26563 -3.27409 0.1654 0.0451 0.0678 0.085
H -3.60248 4.54670 -1.37220 -0.0737 0.4114 -0.2200 0.135
H -3.11921 3.60814 -3.87871 -0.0937 0.0176 0.0364 0.082
H -3.63479 2.52335 -2.58012 0.0099 0.0355 0.0389 0.079
H -1.93734 2.64497 -3.00022 0.0889 0.1548 0.0208 0.070
H -1.68763 4.43323 -0.14221 0.1436 0.2322 -0.2242 0.039
O 1.62673 2.18303 -2.96199 0.1998 -0.1609 -0.2619 -0.069
H 1.61480 1.71371 -2.11960 -0.1339 0.0965 0.1372 -0.009
H 0.69067 2.27924 -3.15728 -0.0465 0.0828 0.0706 0.009
O -0.19714 1.53167 -0.79014 -0.0276 -0.1970 0.0935 -0.064
H -0.67996 2.37316 -0.70977 -0.0669 0.0337 -0.1869 0.014
H -0.79693 0.95653 -1.27885 0.0053 -0.0730 -0.0517 0.022
```
Positions in Å, forces in eV/Å.

The lowest unoccupied orbital energy is 0.5 eV. As for the net charge: 0. As for the SMILES: CC1(C)CCCC(C)(C)N1O.CC1(C)CCCC(C)(C)N1O.CC1(C)CCCC(C)(C)N1O.CC(C)O.CC(C)O.O.O. As for the energy relative to the best compared isomer or geometry (same formula, charge and spin): 0.00 kcal/mol. For the max |F|, the calculation gives 1.91 eV/A. The total energy comes out at -1994.389919 Eh.